A cluster of 4 separate species, C3H14O4 in total, computed with the ωB97M-V functional and the def2-TZVPD basis.

```
21
Properties=species:S:1:pos:R:3:lowdin_charge:R:1
O 20.1281 18.0455 -22.3759 -0.047
H 21.0294 17.7300 -22.4418 0.056
H 19.5956 17.2502 -22.3652 0.045
O 17.6398 18.0238 -21.5667 -0.071
H 17.3124 18.1629 -20.6780 -0.026
H 18.5839 18.1666 -21.4998 -0.046
O 19.2724 19.1264 -20.4278 -0.067
H 20.0631 19.3302 -19.9282 0.074
H 18.5878 19.0319 -19.7656 0.039
C 14.9544 16.1262 -18.2601 -0.052
C 15.9313 17.0638 -18.9525 -0.490
C 15.8133 18.5037 -18.5709 -0.047
O 17.2459 16.5474 -18.6285 -0.066
H 15.1143 15.0500 -18.3246 0.086
H 13.9905 16.3879 -18.6966 0.083
H 14.8816 16.3880 -17.2045 0.083
H 15.9656 16.9829 -20.0390 0.123
H 16.5240 19.1454 -19.0918 0.065
H 16.2494 18.5106 -17.5719 0.089
H 14.8345 18.9832 -18.5705 0.093
H 17.1993 16.0342 -17.8185 0.076
```

As for the LUMO energy: 0.69 eV. For the largest force on an atom, the calculation gives 0.04800 Eh/bohr. The SMILES is CC(C)O.O.O.O. The gap between HOMO and LUMO comes out at 11.0 eV. The energy relative to the best compared isomer or geometry (same formula, charge and spin) comes out at 49.4 kcal/mol.

A structure of composition C14H22ClO2PW, computed with the ωB97M-V functional and the def2-TZVPD basis.

```
41
Properties=species:S:1:pos:R:3:mulliken_spin:R:1
Cl 0.6336 3.8914 -1.5534 -0.171
C -2.0194 0.3588 -2.2949 -0.066
C -1.1382 -0.7689 -2.0666 0.053
C 0.0907 -0.5228 -2.7714 -0.015
H -1.4079 -1.7007 -1.5562 0.016
C -0.0116 0.7731 -3.4192 0.016
C -1.3329 1.3040 -3.1313 0.031
H -1.6939 2.2262 -3.5115 0.008
H -3.0343 0.4400 -1.9512 0.008
H 0.9433 -1.1951 -2.8650 0.017
C 1.0383 1.4198 -4.2646 -0.005
W -0.1964 0.9152 -1.2017 1.980
C 1.8345 1.0385 -0.8688 -0.003
O 2.9790 1.0999 -0.6502 0.130
C -1.3644 2.1890 0.0269 -0.032
O -2.0060 2.8325 0.7534 0.098
H 2.0385 1.2580 -3.8484 0.002
H 0.8604 2.4930 -4.3191 -0.002
H 1.0173 0.9999 -5.2764 0.004
C 2.2631 -1.9380 0.8655 0.004
C 0.7388 -1.9240 0.8752 0.019
P -0.0832 -0.2929 0.9428 -0.127
C -1.8134 -0.7628 1.3693 0.019
C -2.0879 -1.0810 2.8331 0.006
C 0.6985 0.6791 2.2641 -0.013
C 0.8623 0.0175 3.6367 0.003
H 2.6710 -1.7247 -0.1312 0.000
H 2.6095 -2.9472 1.1431 0.000
H 2.7119 -1.2290 1.5722 0.000
H 0.3570 -2.4191 -0.0273 0.004
H 0.3488 -2.4967 1.7274 0.001
H -2.4688 0.0414 1.0287 -0.004
H -2.0439 -1.6356 0.7506 0.001
H -2.0807 -0.1795 3.4641 0.000
H -3.0923 -1.5247 2.9252 0.002
H -1.3749 -1.8075 3.2567 0.000
H 1.6817 0.9807 1.8878 0.010
H 0.1203 1.6031 2.3651 0.005
H 1.3314 -0.9797 3.5850 0.000
H 1.5138 0.6488 4.2628 0.000
H -0.0936 -0.0799 4.1728 0.000
```

As for the LUMO energy (spin up / spin down): -9.70 / -10.37 eV. For the largest force on an atom, the calculation gives 0.14950 Eh/bohr. The spin multiplicity is 3. The gap between HOMO and LUMO (spin up / spin down) comes out at 7.2 / 6.7 eV. Its total charge is +2.

A structure of composition C26H36BN6S2V, computed with the ωB97M-V functional and the def2-TZVPD basis.

```
72
Properties=species:S:1:pos:R:3:mulliken_spin:R:1
V 0.3997 -1.6015 -0.6871 2.769
C -4.1570 3.1229 0.3838 0.004
C -3.6703 3.0982 -1.0954 -0.001
C -4.8574 2.7981 -2.0331 0.000
C -3.0626 4.4818 -1.4365 0.006
C -2.5836 2.0232 -1.2216 0.026
C -2.7216 0.8964 -2.0795 -0.005
C -1.7662 -0.0932 -2.0338 0.061
N -0.7128 0.0034 -1.1866 -0.056
C -0.5441 1.0936 -0.3726 0.012
C -1.4523 2.1446 -0.4148 0.017
C 0.6466 1.0232 0.4991 0.047
C 1.1886 2.0884 1.2282 -0.006
C 2.3002 1.8227 2.0402 0.020
C 2.7772 0.4797 2.1672 0.000
C 2.1900 -0.5185 1.4370 0.059
N 1.1689 -0.2338 0.6034 -0.024
C 2.9627 2.9640 2.8051 0.006
C 2.1055 3.2730 4.0571 0.006
C 3.0173 4.2407 1.9225 0.005
C 4.4015 2.5801 3.2441 0.002
H -4.9622 3.8432 0.5075 0.000
H -3.3423 3.4110 1.0666 0.000
H -4.5318 2.1291 0.6564 -0.001
H -5.6143 3.5817 -1.9274 0.000
H -5.3353 1.8398 -1.8194 0.000
H -4.5546 2.7859 -3.0767 0.000
H -3.8209 5.2705 -1.3323 0.000
H -2.6963 4.5069 -2.4738 0.000
H -2.2217 4.7103 -0.7726 0.000
H -3.5976 0.7950 -2.7360 -0.001
H -1.7961 -0.9799 -2.6614 0.010
H -1.3248 3.0384 0.2251 -0.004
H 0.7429 3.0941 1.1610 -0.004
H 3.6290 0.2572 2.8262 -0.001
H 2.4991 -1.5638 1.4876 0.003
H 1.1069 3.6132 3.7421 -0.001
H 2.5663 4.0745 4.6475 0.000
H 1.9860 2.3769 4.6823 0.000
H 2.0035 4.6105 1.6772 0.000
H 3.5705 4.0545 0.9949 -0.001
H 3.5292 5.0488 2.4626 0.000
H 4.3819 1.7616 3.9867 0.000
H 4.8831 3.4545 3.7085 0.000
H 5.0209 2.2711 2.3924 0.000
C -3.5862 -2.5791 -0.6584 0.005
N -2.5900 -3.6093 -1.0951 0.007
C -2.7423 -4.6014 -2.0812 0.004
C -1.6525 -5.3938 -2.0319 0.001
N -0.8214 -4.9447 -1.0184 -0.015
B 0.4904 -5.6167 -0.5280 0.012
N 1.7820 -4.7018 -0.6787 0.014
C 2.9475 -4.9805 0.0257 -0.001
C 3.8790 -4.0562 -0.2896 0.010
N 3.2941 -3.1499 -1.1754 0.016
C 3.8848 -1.9053 -1.7202 0.023
C 1.9698 -3.5194 -1.3198 -0.007
S 0.9574 -2.7429 -2.5911 -0.037
C -1.3822 -3.8373 -0.5083 0.011
S -0.7920 -2.8335 0.8156 -0.004
H -4.3478 -2.4962 -1.4421 0.000
H -3.0899 -1.6156 -0.5126 0.001
H -4.0395 -2.8976 0.2912 0.002
H -3.6344 -4.6726 -2.7142 0.000
H -1.3543 -6.2360 -2.6569 0.000
H 0.4078 -5.9496 0.6379 0.001
H 0.6741 -6.6735 -1.0866 0.000
H 2.9801 -5.8676 0.6475 0.000
H 4.9254 -3.9808 0.0413 0.000
H 4.9754 -2.0228 -1.7661 0.001
H 3.6188 -1.0427 -1.0994 0.004
H 3.4942 -1.7453 -2.7363 -0.004
```

As for the LUMO energy (spin up / spin down): -3.18 / -3.39 eV. For the largest force on an atom, the calculation gives 0.03809 Eh/bohr. The spin multiplicity is 4. The gap between HOMO and LUMO (spin up / spin down) comes out at 6.4 / 7.6 eV. Its total charge is +1.

A cluster of 2 separate species, C6H10N4 in total, computed with the ωB97M-V functional and the def2-TZVPD basis.

```
20
Properties=species:S:1:pos:R:3:lowdin_charge:R:1
C 2.5696 -1.8305 1.2550 -0.202
C 1.9923 -1.5708 -0.7685 -0.155
C -0.5395 0.6477 0.5052 -0.144
C -0.7224 0.4600 1.9479 -0.071
C -0.5899 1.6142 -1.5866 -0.143
C -0.4485 -1.5359 -0.3828 -0.015
N 3.0645 -1.6419 0.0212 0.065
N 1.2480 -1.8503 1.2235 0.057
N -0.3991 1.6386 -0.2053 -0.003
N 0.8455 -1.7963 -0.0738 -0.206
H 3.0663 -1.9265 2.1599 0.085
H 1.9755 -1.8093 -1.8388 0.129
H -0.1366 -0.4087 2.1940 0.040
H -1.7166 0.4690 2.2657 0.065
H -0.3686 1.2752 2.5652 0.085
H -1.4004 2.2793 -2.0458 0.105
H -0.9356 0.5900 -1.7223 0.048
H 0.2829 2.0134 -2.0934 0.078
H -0.6061 -1.5258 -1.4815 0.077
H -1.2538 -1.7903 0.3974 0.106
```

As for the LUMO energy (spin up / spin down): 0.19 / 0.19 eV. For the largest force on an atom, the calculation gives 0.08900 Eh/bohr. The gap between HOMO and LUMO (spin up / spin down) comes out at 7.8 / 7.8 eV. The energy relative to the best compared isomer or geometry (same formula, charge and spin) comes out at 104.4 kcal/mol.